Entry 1:
The following is a quantum chemistry calculation of C18H29Br4ClF4O4S2 as an isolated structure, from the OMol25 dataset.

```
62
C18H29Br4ClF4O4S2, DFT ωB97M-V/def2-TZVPD
C 0.717 2.304 4.108
C -0.356 1.624 3.255
O 0.236 0.881 2.190
C -0.363 1.109 0.936
C 0.537 0.512 -0.159
C 1.972 1.203 -0.008
F 1.893 2.322 0.718
F 2.846 0.408 0.633
F 2.559 1.528 -1.152
C 0.652 -1.069 0.012
C -0.717 -1.843 -0.064
S -1.406 -2.440 -1.620
C -0.772 -4.121 -1.735
C -1.270 -4.718 -3.064
C 1.160 -1.600 1.402
C 2.361 -1.147 2.210
C 2.344 -1.797 3.584
F 3.523 -1.585 1.547
C 1.596 -1.608 -1.076
S 1.527 -0.941 -2.738
O 0.917 -1.870 -3.641
O 2.831 -0.439 -3.037
O 0.504 0.311 -2.666
C -0.107 0.938 -1.547
Cl 0.119 2.718 -1.820
C -1.669 0.716 -1.728
Br -2.787 2.187 -1.062
C -2.029 0.523 -3.199
C -3.529 0.295 -3.439
H 0.637 2.021 5.158
H 1.699 1.973 3.756
H 0.692 3.390 4.008
H -1.060 2.358 2.849
H -0.945 0.930 3.868
H -0.507 2.180 0.764
H -1.357 0.652 0.902
H -1.505 -1.294 0.454
H -0.593 -2.744 0.540
H 0.318 -4.134 -1.714
H -1.118 -4.714 -0.882
H -0.461 -5.255 -3.563
H -1.577 -3.928 -3.756
H -2.112 -5.393 -2.909
H 0.307 -1.550 2.087
H 1.333 -2.673 1.237
H 2.427 -0.067 2.332
H 2.124 -2.866 3.506
H 3.341 -1.703 4.021
H 1.611 -1.312 4.232
H 2.630 -1.417 -0.784
H 1.480 -2.686 -1.190
H -2.047 -0.112 -1.146
H -1.503 -0.358 -3.557
H -1.689 1.403 -3.749
H -4.050 1.215 -3.704
H -4.011 -0.170 -2.576
H -3.650 -0.401 -4.274
C -0.775 6.503 1.337
Br -2.368 6.019 2.304
Br 0.233 7.850 2.267
Br 0.293 4.957 0.950
H -1.089 6.927 0.395
```

The value obtained for the HOMO energy is -9.063 eV. The max |F| comes out at 0.039 Eh/bohr. The LUMO energy comes out at 0.01 eV. The calculation puts the molar mass at 804.62 g/mol. The relative energy (zero: lowest compared OMol25 entry of this formula, charge and spin) is 0.0 kcal per mole. The electronic energy comes out at -12956.24263 Eh.

Atom charges from the Mulliken analysis, given in e for atoms 1 to 4: atom 1 (C): -1.07, atom 2 (C): -0.38, atom 3 (O): -0.10, atom 4 (C): -3.27

Entry 2:
The following is a quantum chemistry calculation of an isolated molecule of C6H8S, from the OMol25 dataset.

```
15
C6H8S, DFT ωB97M-V/def2-TZVPD
C 0.543 1.459 -1.900
C 0.050 1.569 -0.691
C -0.567 0.621 0.272
C -0.940 -0.682 -0.395
S -1.925 -1.478 -1.363
C 0.254 -0.638 0.471
C 0.220 -1.505 1.790
H 0.858 2.262 -2.489
H 0.764 0.495 -2.220
H -0.054 2.720 -0.404
H -1.187 1.059 0.901
H 1.192 -0.853 -0.027
H -0.824 -1.337 2.169
H 1.103 -1.102 2.327
H 0.513 -2.589 1.560
```

The value obtained for the HOMO energy is -8.230 eV. The max |F| comes out at 0.119 Eh/bohr. The SMILES is C=C[C@H]1C(=S)[C@@H]1C. The LUMO energy comes out at -0.15 eV. The calculation puts the molar mass at 112.20 g/mol. The relative energy (zero: lowest compared OMol25 entry of this formula, charge and spin) is 73.9 kcal per mole. The electronic energy comes out at -631.47344 Eh.

Atom charges from the Mulliken analysis, given in e for atoms 1 to 4: atom 1 (C): -0.81, atom 2 (C): -0.16, atom 3 (C): -0.07, atom 4 (C): -0.02

Entry 3:
The following is a quantum chemistry calculation of a 2-piece molecular cluster, C5H10NO overall, from the OMol25 dataset.

```
17
C5H10NO, DFT ωB97M-V/def2-TZVPD
C -1.309 -0.321 0.129
C -1.860 -1.205 0.924
C -1.209 0.463 -1.099
C -0.114 0.375 -0.111
C 1.655 -0.634 -0.719
N 0.518 1.475 0.528
O 2.472 -0.737 0.381
H -1.634 -1.486 1.931
H -2.705 -1.759 0.642
H -1.145 0.099 -2.120
H -1.862 1.413 -1.151
H 1.918 0.328 -1.279
H 1.149 -1.521 -1.018
H 1.398 1.725 0.029
H 0.792 1.107 1.444
H -0.163 2.185 0.746
H 2.097 -1.507 0.744
```

The value obtained for the HOMO energy is -13.019 eV. The max |F| comes out at 0.105 Eh/bohr. Its charge is +1. The LUMO energy comes out at -3.61 eV. The calculation puts the molar mass at 100.14 g/mol. The relative energy (zero: lowest compared OMol25 entry of this formula, charge and spin) is 127.3 kcal per mole. The electronic energy comes out at -326.07887 Eh.

Atom charges from the Mulliken analysis, given in e for atoms 1 to 4: atom 1 (C): 0.32, atom 2 (C): -0.92, atom 3 (C): -0.64, atom 4 (C): -0.04

Entry 4:
The following is a quantum chemistry calculation of a 8-piece molecular cluster, C16H24N8 overall, from the OMol25 dataset.

```
48
C16H24N8, DFT ωB97M-V/def2-TZVPD
C 0.998 4.591 -1.888
C 0.492 3.987 -0.677
N 0.017 3.494 0.296
H 1.230 3.861 -2.664
H 1.838 5.280 -1.797
H 0.198 5.201 -2.306
C -0.387 -3.290 3.601
C 0.873 -3.102 2.941
N 1.898 -2.983 2.420
H -1.143 -2.678 3.108
H -0.254 -2.752 4.539
H -0.612 -4.351 3.708
C -1.789 1.374 -2.812
C -2.644 0.736 -3.789
N -3.368 0.186 -4.589
H -1.645 0.453 -2.247
H -2.246 2.197 -2.263
H -0.903 1.541 -3.425
C -0.299 -2.450 -3.510
C -1.317 -3.457 -3.568
N -2.190 -4.257 -3.645
H -0.701 -1.438 -3.555
H 0.332 -2.635 -4.379
H 0.272 -2.566 -2.588
C -0.218 1.893 3.334
C -0.931 1.121 2.338
N -1.596 0.569 1.549
H 0.428 2.570 2.775
H 0.336 1.193 3.959
H -0.914 2.532 3.877
C 4.440 0.810 1.935
C 3.690 0.431 3.135
N 3.118 0.110 4.073
H 5.017 1.731 2.023
H 3.722 0.843 1.115
H 5.190 0.022 1.867
C -3.527 -1.310 -0.289
C -2.200 -2.002 -0.214
N -1.194 -2.521 -0.052
H -3.855 -1.106 0.730
H -4.247 -1.927 -0.828
H -3.433 -0.301 -0.688
C 1.218 -0.663 0.058
C 1.278 0.491 -0.839
N 1.313 1.410 -1.540
H 1.164 -1.555 -0.567
H 0.384 -0.528 0.748
H 2.165 -0.758 0.589
```

The value obtained for the HOMO energy is -11.166 eV. The max |F| comes out at 0.150 Eh/bohr. The SMILES is CC#N.CC#N.CC#N.CC#N.CC#N.CC#N.CC#N.CC#N. The LUMO energy comes out at 0.44 eV. The calculation puts the molar mass at 328.42 g/mol. The relative energy (zero: lowest compared OMol25 entry of this formula, charge and spin) is 32.9 kcal per mole. The electronic energy comes out at -1062.00798 Eh.

Atom charges from the Mulliken analysis, given in e for atoms 1 to 4: atom 1 (C): -0.96, atom 2 (C): 0.48, atom 3 (N): -0.43, atom 4 (H): 0.29

Question: HOMO of number 4 (C16H24N8)?
Answer: -11.166 eV

Question: Which value of max |F| does entry 3 give?
Answer: 0.105 Eh/bohr

Question: Among the records above, which one has the highest electronic energy?
Answer: C5H10NO